This record from OMol25 describes an isolated molecule of C4H7NO in a non-equilibrium geometry. The level of theory is ωB97M-V/def2-TZVPD.

Values from the calculation:
LUMO energy in eV: 0.9
SMILES: C1=NOCCC1
E_HOMO in eV: -9.3806
HOMO-LUMO gap in eV: 10.27
Net charge: 0
Energy above the lowest of the compared OMol25 structures with the same formula, charge and spin in kcal per mole: 122.5

Structure (XYZ):
```
13
Properties=species:S:1:pos:R:3:forces:R:3
C -0.65044 0.74465 0.53877 -5.90 1.64 0.47
C -0.35794 0.66183 -0.86474 0.82 1.39 -3.31
C 0.71543 -1.37507 0.08642 1.32 -2.17 -0.53
C 0.39962 -0.14122 1.07030 2.47 -1.23 -1.04
H -1.77716 0.42072 0.24241 1.91 -0.76 2.27
H -1.11492 1.83479 0.97416 2.66 -2.72 -0.89
H -0.97372 1.33763 -1.39388 -0.84 0.66 -0.90
H 0.61743 0.85385 -1.22154 1.80 0.97 0.34
H 1.58891 -2.14029 0.30340 -1.95 1.69 0.33
H 1.33720 0.39465 0.75907 -0.41 0.05 1.03
H 0.50824 -0.38590 2.11448 -0.35 -0.37 0.21
N 0.28178 -1.63173 -1.12021 0.14 2.53 3.07
O -0.57444 -0.57389 -1.48863 -1.68 -1.68 -1.04
```
Positions in Å, forces in eV/Å.

Here are the Löwdin charges for atoms 1 to 6, given in e: atom 1 (C): -0.222, atom 2 (C): -0.355, atom 3 (C): -0.116, atom 4 (C): -0.156, atom 5 (H): 0.165, atom 6 (H): 0.188

This record from OMol25 describes a structure of composition C10H18N2O3 in a non-equilibrium geometry. The level of theory is ωB97M-V/def2-TZVPD.

Values from the calculation:
LUMO energy in eV: 0.7
E_HOMO in eV: -8.4186
HOMO-LUMO gap in eV: 9.12
Net charge: 0
Energy above the lowest of the compared OMol25 structures with the same formula, charge and spin in kcal per mole: 326.3

Structure (XYZ):
```
33
Properties=species:S:1:pos:R:3:forces:R:3
C -4.24350 -1.79259 0.75334 -2.05 -0.57 -9.61
C -4.45617 -0.35426 0.31998 -10.59 -4.35 -1.06
H -5.16910 0.17285 0.99816 0.28 -0.53 -0.22
H -4.93716 -0.30344 -0.72571 0.32 -0.40 1.38
O -3.41888 0.30381 0.28679 -0.94 6.21 16.46
C -2.69070 0.45636 -0.55584 10.67 5.26 -7.21
O -2.87551 -0.18225 -1.47596 0.96 -4.58 -10.31
C -1.52825 1.56939 -0.46594 -0.05 -0.42 1.86
O -1.79764 2.76596 -0.41746 0.87 -1.92 -0.39
N -0.24735 0.97547 -0.17708 -6.22 15.76 -1.91
C -0.05451 -0.19891 -0.11885 3.51 -19.17 -2.41
H -0.27784 -0.70679 0.76483 0.33 -0.83 2.53
C 1.48007 -0.81407 -0.64391 -2.23 13.57 1.57
N 2.40182 0.06896 0.45304 -0.06 -5.94 -4.96
C 1.79734 1.14952 0.91206 1.04 3.87 8.91
C 0.76109 1.87032 0.25122 4.39 -5.78 -8.54
H 0.47119 2.64085 0.65190 -3.29 7.92 4.48
H 1.29188 2.14435 -0.72466 -0.66 0.64 0.68
H 2.71290 1.94816 1.27900 -2.58 -1.91 -1.01
H 1.24561 0.90074 2.06356 1.47 0.40 -2.47
C 3.64827 0.18587 -0.25585 -0.04 3.74 5.51
C 4.27104 -1.03745 -0.31239 3.41 -3.15 -9.80
H 4.34834 -1.65944 0.46448 -0.99 -2.59 2.91
H 5.36548 -0.89883 -0.55387 -0.87 0.15 -0.01
H 3.91378 -1.47797 -1.54076 0.90 -0.11 3.89
H 3.73073 0.81948 -1.09827 -0.23 0.64 -1.16
H 4.30355 0.55123 0.56637 -0.24 1.60 -0.39
H 1.64772 -0.07951 -1.58356 -0.17 -3.13 1.27
H 1.56706 -1.74524 -0.43905 0.84 -6.21 0.30
H -0.61059 -0.95720 -0.77238 -0.21 1.82 0.01
H -3.85029 -1.74658 1.61367 3.25 -0.62 6.45
H -3.62320 -2.22953 -0.17826 -0.71 0.59 2.67
H -5.17719 -2.33927 0.66140 -0.12 0.02 0.57
```
Positions in Å, forces in eV/Å.

Here are the Löwdin charges for atoms 1 to 6, given in e: atom 1 (C): -0.003, atom 2 (C): -0.319, atom 3 (H): 0.150, atom 4 (H): 0.170, atom 5 (O): 0.135, atom 6 (C): -0.634

This record from OMol25 describes a structure of composition C21H21N5O3S in a non-equilibrium geometry. The level of theory is ωB97M-V/def2-TZVPD.

Values from the calculation:
LUMO energy in eV: -0.2
E_HOMO in eV: -7.8335
HOMO-LUMO gap in eV: 7.64
Net charge: 0
Energy above the lowest of the compared OMol25 structures with the same formula, charge and spin in kcal per mole: 417.9

Structure (XYZ):
```
51
Properties=species:S:1:pos:R:3:forces:R:3
C 2.61767 -7.59935 1.41040 -4.22 -1.42 -1.57
C 1.77764 -6.28489 1.59737 8.52 -3.45 -1.24
C 2.29620 -5.00719 1.52378 10.58 -8.18 -3.83
C 1.66502 -3.97948 1.72022 -2.37 9.30 -0.09
C 0.32105 -4.16800 1.95486 -2.22 3.36 3.35
C -0.17494 -5.38369 2.29052 -3.86 -0.62 0.20
C 0.66487 -6.54231 2.08285 -12.96 -0.74 2.63
H -0.14267 -7.48671 2.11755 3.44 1.76 0.07
H -1.39685 -5.44873 2.58518 3.87 0.11 -0.78
N -0.37656 -2.87961 2.37093 -0.61 -2.26 -0.41
C -1.67958 -2.64011 2.00387 1.06 -7.38 -7.29
O -2.32403 -3.54482 1.20960 2.30 3.80 4.50
C -2.08431 -1.32069 1.90240 -2.90 5.50 6.00
N -1.06705 -0.19564 2.11093 -2.86 -1.68 -1.35
C 0.08938 -0.57668 2.48479 11.59 3.30 3.36
O 1.24937 0.19929 2.56177 -6.29 -3.15 -1.05
C 0.32484 -1.87352 3.15737 -17.42 2.54 -3.25
H -0.28909 -1.80083 4.21602 0.84 0.07 -2.06
H 1.09145 -2.02927 3.52269 14.04 -2.88 4.72
N -1.11439 0.80086 1.22637 0.30 -10.02 -6.31
C -0.57164 0.58511 -0.10760 0.92 1.81 4.90
O 0.05238 -0.43893 -0.22168 -0.45 -0.55 -2.03
C -0.47803 1.90284 -0.76747 4.27 -5.24 -4.29
C 0.30748 1.95333 -1.95153 -4.52 2.31 0.82
N 0.43077 0.82608 -2.70387 6.85 -1.00 -4.09
H 1.44089 1.04689 -3.39949 -4.08 -0.88 2.19
H 0.84021 -0.03262 -2.26513 -1.20 1.11 0.45
C 0.03097 3.34529 -2.55801 7.29 -5.49 -4.38
C 0.76796 3.76269 -3.77853 -5.96 7.20 4.36
C 0.51774 5.19886 -4.07218 -2.43 -4.90 6.52
C -0.35163 5.97739 -3.08073 4.79 -3.65 -4.82
N -0.81153 5.36672 -2.07851 -2.83 7.05 2.08
C -0.53982 4.20629 -1.76199 -0.38 -4.34 0.97
S -1.07506 3.31884 -0.45484 -4.55 4.88 5.63
C -0.42378 7.35539 -3.40252 1.10 0.74 11.69
H 0.39224 8.03678 -3.32090 1.48 -0.35 0.45
H -1.16517 7.79874 -2.63139 1.08 -0.45 -0.73
H -0.82893 7.64555 -4.14147 -5.42 2.72 -10.74
H 0.79074 5.62147 -4.92250 1.53 1.84 -3.69
C 1.38126 2.95432 -4.66861 6.60 0.36 -3.32
H 0.94893 2.21088 -5.15128 -2.91 -3.63 -1.47
H 1.71870 3.55094 -5.52113 -0.16 0.42 -0.19
H 2.39100 2.55888 -4.44577 -0.31 -0.04 0.87
H -1.21002 1.62022 1.43624 -1.59 11.22 3.98
H -2.65227 -1.32504 3.15469 0.85 0.35 -3.28
H -2.83954 -0.88663 1.23301 0.33 -1.13 0.06
H 2.23673 -2.99681 1.55087 -1.63 -1.18 0.50
H 3.52593 -5.02161 1.08997 -3.71 0.35 1.55
H 2.23897 -7.96649 0.36513 1.80 0.52 1.41
H 3.63132 -7.59147 1.65169 1.79 0.35 -0.38
H 2.16472 -8.45459 2.04644 0.63 1.66 -0.61
```
Positions in Å, forces in eV/Å.

Here are the Löwdin charges for atoms 1 to 6, given in e: atom 1 (C): -0.037, atom 2 (C): -0.340, atom 3 (C): -0.112, atom 4 (C): -0.089, atom 5 (C): -0.149, atom 6 (C): -0.001

- Which value of net charge does entry 3 give?
  0

- Among the records above, which one has the lowest LUMO energy?
  C21H21N5O3S

- The lowest energy above the lowest of the compared OMol25 structures with the same formula, charge and spin belongs to which entry?
  C4H7NO

- Look up the net charge of the third one.
  0